# 1
The following is a quantum chemistry calculation of a structure of composition C15H23N4OSSiTi, from the OMol25 dataset.

Structure (XYZ):
```
46
Properties=species:S:1:pos:R:3:forces:R:3
Ti -0.641604 -1.043519 0.464817 0.4 0.1 -0.3
C 1.669947 2.300657 -4.551769 0.0 0.0 0.0
Si 2.076168 2.316370 -2.743703 0.0 -0.1 0.0
C 3.404407 1.084148 -2.314053 0.0 0.0 0.0
C 2.437455 4.001612 -2.060951 0.0 0.0 0.0
C 0.380297 1.826794 -1.885831 0.0 0.0 0.0
C -0.715057 2.671982 -2.141749 0.0 0.0 0.0
C -1.994404 2.462274 -1.627458 0.0 0.0 0.0
C -2.214211 1.374809 -0.820978 0.0 0.0 0.0
N -1.185682 0.542530 -0.549412 -0.1 0.0 0.0
C 0.056553 0.763179 -1.065220 0.0 -0.1 0.1
S 1.236804 -0.541446 -0.575493 -0.3 -0.1 0.2
H 2.556382 2.600343 -5.116608 0.0 0.0 0.0
H 0.879186 3.004651 -4.818564 0.0 0.0 0.0
H 1.379362 1.310527 -4.907163 0.0 0.0 0.0
H 4.310645 1.420932 -2.826688 0.0 0.0 0.0
H 3.206739 0.074395 -2.678222 0.0 0.0 0.0
H 3.651360 1.051188 -1.251135 0.0 0.0 0.0
H 3.355326 4.380599 -2.517533 0.0 0.0 0.0
H 2.592669 3.993530 -0.980671 0.0 0.0 0.0
H 1.655128 4.729087 -2.286708 0.0 0.0 0.0
H -0.562203 3.537632 -2.777774 0.0 0.0 0.0
H -2.806623 3.139573 -1.852828 0.0 0.0 0.0
H -3.174557 1.143065 -0.381410 0.0 0.0 0.0
C -1.003470 -4.774949 1.275921 0.0 0.0 0.0
C -1.584431 -3.998256 0.156842 -0.1 0.1 -0.2
N -2.368754 -4.535587 -0.721419 0.1 0.0 0.0
O -1.326650 -2.721492 0.037802 0.0 0.1 0.3
H -1.063252 -5.845989 1.095233 0.0 0.0 0.0
H -1.566619 -4.544882 2.185203 0.0 0.0 0.0
H 0.037321 -4.491693 1.427403 0.0 0.0 0.0
H -2.591313 -5.524077 -0.685305 0.0 0.0 0.0
H -2.768955 -3.992381 -1.477913 0.0 0.0 0.0
N 1.624314 -0.554734 3.039537 0.0 0.0 0.0
C 0.337182 -0.602333 3.374343 0.0 0.0 0.0
C -0.070133 -0.620054 4.729627 0.0 0.0 0.0
C -1.393540 -0.641012 5.045541 0.0 0.0 0.0
C -2.380797 -0.647030 4.022691 0.0 0.0 0.0
C -1.956347 -0.652042 2.744504 0.0 0.0 0.0
N -0.611992 -0.653652 2.389126 0.0 -0.1 0.0
H 2.323734 -0.499478 3.765712 0.0 0.0 0.0
H 1.928036 -0.344000 2.102444 0.0 0.0 0.0
H 0.689945 -0.593376 5.499194 0.0 0.0 0.0
H -1.698614 -0.641155 6.084374 0.0 0.0 0.0
H -3.435437 -0.634218 4.255693 0.0 0.0 0.0
H -2.674325 -0.632527 1.920547 0.0 0.0 0.0
```
Positions in Å, forces in eV/Å.

## Properties
F_max ... 0.51 eV/A
ΔE to the lowest compared entry with this formula, charge and spin ... 16.3 kcal/mol
HOMO ... -0.6681 Ha
Total charge ... +3
Spin multiplicity ... 1
LUMO ... -11.53 eV

# 2
The following is a quantum chemistry calculation of the molecule C15H23NO3, from the OMol25 dataset.

Structure (XYZ):
```
42
Properties=species:S:1:pos:R:3:forces:R:3
C 2.531524 4.412138 0.160810 0.0 0.1 0.0
C 2.433653 3.247189 -0.449235 -0.1 -0.4 0.1
C 2.955079 1.957362 0.105979 0.4 0.2 0.1
H 3.152669 2.052206 1.182584 0.0 0.0 -0.1
O 1.989602 0.955736 -0.140806 -0.2 -0.2 0.0
C 2.263063 -0.322546 0.245434 -0.1 0.0 -0.1
C 3.417950 -0.742885 0.880356 -0.1 0.3 -0.1
C 3.584754 -2.079159 1.222655 0.0 -0.2 0.0
C 2.600310 -2.997329 0.932594 0.2 0.0 0.1
C 1.433825 -2.591941 0.296169 -0.2 0.1 -0.1
C 1.253436 -1.265632 -0.050146 0.1 0.2 0.0
O 0.154155 -0.754418 -0.670722 0.2 0.1 0.1
C -0.881483 -1.629199 -1.065376 -0.5 -0.2 -0.3
C -1.932405 -0.766201 -1.779532 0.1 -0.1 0.6
O -1.371051 -0.184709 -2.928877 0.3 0.3 -0.2
H -0.578449 0.289226 -2.643256 0.0 0.0 -0.1
C -2.503120 0.316429 -0.845778 0.1 -0.1 -0.3
N -3.270382 -0.280776 0.228462 0.1 -0.2 0.0
H -2.644489 -0.667831 0.928109 0.0 0.0 0.0
C -4.228841 0.593348 0.884932 -0.1 0.0 0.4
C -5.094943 -0.260517 1.809045 0.0 0.2 -0.3
H -4.495556 -0.665455 2.621787 0.1 -0.1 0.1
H -5.898455 0.334884 2.234134 -0.1 0.0 0.1
H -5.524312 -1.087842 1.251325 -0.1 -0.1 0.0
C -3.584771 1.745470 1.667292 -0.2 -0.2 -0.3
H -2.925843 1.352353 2.440191 0.1 0.0 0.1
H -4.350489 2.353298 2.142479 -0.1 0.1 0.1
H -3.001864 2.382412 1.006134 0.1 0.1 0.0
H -4.863389 1.012349 0.094313 0.0 0.0 0.1
H -3.175670 0.938830 -1.442316 0.1 0.0 0.0
H -1.667086 0.945142 -0.499970 -0.1 0.0 -0.1
H -2.746382 -1.410839 -2.123775 0.1 0.0 0.1
H -0.497816 -2.383814 -1.765108 0.0 0.1 0.1
H -1.330325 -2.134965 -0.202436 0.1 0.0 0.0
H 0.671061 -3.321244 0.074398 -0.1 0.0 0.0
H 2.726195 -4.036178 1.195980 0.0 -0.1 0.0
H 4.492926 -2.388707 1.716627 0.1 0.0 0.0
H 4.201226 -0.039672 1.115010 0.0 0.1 0.0
H 3.899361 1.699774 -0.402122 -0.1 0.0 0.1
H 1.958714 3.155161 -1.415421 -0.1 0.1 -0.2
H 2.159643 5.318229 -0.284740 -0.1 0.2 -0.1
H 2.997438 4.510721 1.127750 0.1 0.0 0.2
```
Positions in Å, forces in eV/Å.

## Properties
F_max ... 0.61 eV/A
ΔE to the lowest compared entry with this formula, charge and spin ... 81.7 kcal/mol
HOMO ... -0.3033 Ha
Spin multiplicity ... 1
LUMO ... 0.83 eV

# 3
The following is a quantum chemistry calculation of a structure of composition C15H24BBrF4NO2PRh, from the OMol25 dataset.

Structure (XYZ):
```
50
Properties=species:S:1:pos:R:3:forces:R:3
Rh 0.277803 -0.395586 0.674905 -0.6 0.4 0.0
Br 1.024897 0.781501 4.072490 0.1 0.1 -0.1
C 0.925172 -1.067994 3.778043 0.0 -0.1 0.0
C 1.163435 -1.949827 4.820082 0.0 0.0 0.0
C 1.028788 -3.305118 4.577219 0.0 0.0 0.0
C 0.641364 -3.737733 3.316222 0.0 0.0 0.0
C 0.434395 -2.786336 2.344431 0.0 0.0 0.0
N 0.588152 -1.472639 2.562302 0.1 0.1 0.1
C -0.036913 -3.174280 0.972745 0.2 0.0 -0.2
O -0.298640 -4.305738 0.686018 -0.1 0.0 0.0
O -0.155100 -2.165662 0.102034 0.0 -0.4 -0.2
H 1.443256 -1.571288 5.791835 0.0 0.0 0.0
H 1.211856 -4.016352 5.371396 0.0 0.0 0.0
H 0.495393 -4.778959 3.067686 0.0 0.0 0.0
C -1.156476 3.281601 -1.321136 0.0 0.0 0.0
C -0.118404 2.254654 -0.877289 0.0 0.0 0.0
C 0.182439 2.333258 0.628905 -0.2 -0.1 0.0
P -0.460652 0.495174 -1.254823 0.1 0.1 0.1
C 0.184786 0.060993 -2.900809 0.0 -0.1 0.0
C 1.715724 0.040994 -2.943782 0.0 0.0 0.0
C -0.361548 1.005002 -3.979366 0.0 0.0 0.0
C -2.193824 -0.038179 -1.022307 0.0 -0.1 0.0
C -3.312058 0.604484 -1.837332 0.0 0.0 0.1
C -2.473225 0.013889 0.489530 0.1 0.4 -0.2
H -0.766995 4.286332 -1.152042 0.0 0.0 0.0
H -2.080955 3.188396 -0.748958 0.0 0.0 0.0
H -1.398796 3.192366 -2.378944 0.0 0.0 0.0
H 0.821515 2.434742 -1.411503 0.0 0.0 0.0
H -0.708293 2.184601 1.243884 0.0 0.0 0.0
H 0.589828 3.309334 0.897085 0.1 0.0 0.0
H 0.984471 1.630442 0.933926 0.1 0.0 0.1
H -0.181398 -0.956886 -3.072593 0.0 0.0 0.0
H 2.126782 1.047923 -2.847934 0.0 0.0 0.0
H 2.020807 -0.340648 -3.918349 0.0 0.0 0.0
H 2.150385 -0.587067 -2.174878 0.0 0.0 0.0
H 0.049546 2.008284 -3.854092 0.0 0.0 0.0
H -1.446903 1.073353 -4.000938 0.0 0.0 0.0
H -0.030328 0.642507 -4.952664 0.0 0.0 0.0
H -2.123771 -1.100025 -1.286832 0.0 0.0 0.0
H -3.347610 1.686000 -1.714358 0.0 -0.1 0.0
H -4.267412 0.200312 -1.497127 0.0 0.0 0.0
H -3.225254 0.372590 -2.896336 0.0 0.0 0.0
H -2.595790 1.034429 0.852739 -0.1 0.0 0.0
H -1.685297 -0.452998 1.125655 -0.1 -0.2 0.2
H -3.378111 -0.548481 0.718235 0.1 -0.1 0.1
F 2.070007 -0.318772 0.038027 0.2 -0.3 0.2
B 3.876267 -0.036397 1.211693 -0.2 0.0 -0.3
F 4.634369 -0.224484 0.151923 0.1 0.0 0.1
F 3.530044 1.199198 1.560023 0.0 0.0 0.1
F 3.632249 -1.030902 2.055376 0.0 0.0 0.1
```
Positions in Å, forces in eV/Å.

## Properties
F_max ... 0.70 eV/A
ΔE to the lowest compared entry with this formula, charge and spin ... 7.0 kcal/mol
HOMO ... -0.4741 Ha
Total charge ... +1
Spin multiplicity ... 1
LUMO ... -4.68 eV

# 4
The following is a quantum chemistry calculation of a structure of composition C15H24BO2Pt, from the OMol25 dataset.

Structure (XYZ):
```
43
Properties=species:S:1:pos:R:3:forces:R:3
Pt 1.534399 -0.420868 -0.285265 0.0 -0.3 -0.1
C 4.824377 0.510426 -1.455471 0.0 0.0 0.0
C 3.831755 0.560185 -0.331536 0.0 0.1 0.0
C 3.827036 -0.388142 0.689566 0.0 0.0 0.1
C 2.866116 -0.351144 1.731773 0.0 0.0 -0.1
C 2.845599 -1.416818 2.786317 0.0 0.0 0.0
C 1.917237 0.696179 1.745045 0.0 0.1 0.0
C 1.902220 1.695801 0.743368 0.0 0.1 0.1
C 0.881233 2.793700 0.761686 0.1 0.0 0.1
C 2.834254 1.573724 -0.308144 -0.1 0.0 0.0
H 4.382838 0.033311 -2.331301 0.0 0.0 0.0
H 5.708346 -0.055867 -1.170265 0.0 0.0 0.0
H 5.132733 1.514118 -1.743133 0.0 0.0 0.0
H 4.559247 -1.185565 0.684995 0.0 0.0 0.0
H 2.225602 -2.254240 2.462835 0.0 0.0 0.0
H 2.437909 -1.034854 3.720098 0.0 0.0 0.0
H 3.849246 -1.795378 2.971346 0.0 0.0 0.0
H 1.172209 0.725831 2.529831 0.0 0.0 0.0
H -0.018850 2.471813 0.236234 0.0 0.0 0.0
H 1.270533 3.690313 0.282797 0.0 0.0 0.0
H 0.608501 3.042285 1.786134 0.0 0.0 0.0
H 2.797965 2.289170 -1.120500 0.0 0.0 0.0
C -3.562056 1.036180 -1.282823 0.0 0.0 0.0
C -2.692994 0.146663 -0.420230 0.1 0.1 -0.1
C -3.058589 0.281055 1.046243 -0.1 0.0 0.1
O -1.294305 0.614543 -0.539912 -0.2 -0.1 0.0
B -0.530356 -0.509927 -0.491105 0.3 0.1 0.0
O -1.199675 -1.684640 -0.543046 -0.3 0.1 -0.1
C -2.593910 -1.329672 -0.902844 0.2 -0.2 0.1
C -2.693978 -1.487525 -2.408465 -0.1 0.0 -0.1
C -3.518417 -2.293013 -0.190808 0.0 0.0 0.0
H -3.569407 2.048332 -0.879156 0.0 0.0 0.0
H -4.590783 0.671892 -1.292209 0.0 0.0 0.0
H -3.200398 1.078694 -2.307242 0.0 0.0 0.0
H -2.920289 1.317231 1.354228 0.0 0.0 0.0
H -2.438477 -0.356885 1.677860 0.0 0.0 0.0
H -4.101548 0.014436 1.218785 0.0 0.0 0.0
H -2.035390 -0.796492 -2.935706 0.0 0.0 0.0
H -3.714511 -1.313989 -2.751160 0.0 0.0 0.0
H -2.412262 -2.504530 -2.677137 0.0 0.0 0.0
H -3.333724 -2.311515 0.880716 0.0 0.0 0.0
H -3.368868 -3.298401 -0.581971 0.0 0.0 0.0
H -4.560577 -2.016397 -0.360413 0.0 0.0 0.0
```
Positions in Å, forces in eV/Å.

## Properties
F_max ... 0.33 eV/A
HOMO (spin up / spin down) ... -0.4399 / -0.4818 Ha
Expectation value of S² ... 2.005
Total charge ... +1
Spin multiplicity ... 3
LUMO (spin up / spin down) ... -3.08 / -5.54 eV